# 1
Here is C18H45AlO12P3 as an isolated structure from the OMol25 dataset. Energies are from ωB97M-V/def2-TZVPD.

Its total energy is -2880.642269 Ha. Its total charge is +4. For the strongest force on any atom, the calculation gives 5.44 eV Å⁻¹. As for the spin multiplicity: 2.

CARTESIAN COORDINATES (ANGSTROEM)
Al -4.641 -3.208 -2.406
C -3.110 0.036 2.772
C -4.132 -0.844 1.990
O -4.860 -1.760 2.734
P -5.550 -3.019 1.958
O -5.303 -3.061 0.497
O -7.131 -2.893 2.350
C -8.076 -2.046 1.718
C -8.065 -0.604 2.290
O -5.055 -4.366 2.702
C -5.055 -4.569 4.053
C -3.529 -4.640 4.499
H -2.353 -0.588 3.247
H -2.587 0.750 2.136
H -3.514 0.611 3.605
H -4.866 -0.087 1.713
H -3.597 -1.207 1.113
H -7.904 -1.962 0.645
H -9.088 -2.450 1.767
H -7.355 -0.060 1.666
H -9.061 -0.177 2.173
H -7.752 -0.448 3.323
H -5.398 -3.680 4.582
H -5.569 -5.437 4.466
H -3.000 -5.479 4.048
H -2.981 -3.738 4.227
H -3.497 -4.792 5.578
C -5.206 -9.743 -3.249
C -5.260 -8.252 -2.739
O -5.593 -8.296 -1.278
P -5.120 -7.083 -0.371
O -4.787 -5.820 -1.032
O -6.361 -7.012 0.726
C -7.421 -6.136 0.443
C -8.430 -6.709 -0.598
O -3.918 -7.777 0.571
C -3.194 -6.958 1.371
C -2.468 -7.802 2.388
H -4.349 -10.279 -2.841
H -6.131 -10.224 -2.930
H -5.255 -9.816 -4.335
H -4.350 -7.712 -2.999
H -6.085 -7.735 -3.230
H -7.801 -6.008 1.456
H -7.155 -5.168 0.017
H -8.404 -7.794 -0.501
H -9.432 -6.330 -0.398
H -8.101 -6.501 -1.616
H -2.500 -6.334 0.809
H -3.733 -6.222 1.967
H -2.998 -8.704 2.693
H -1.527 -8.179 1.989
H -2.225 -7.404 3.373
C -1.770 -0.814 -7.958
C -1.930 -1.974 -6.933
O -1.025 -1.651 -5.909
P -1.562 -0.879 -4.524
O -2.788 -1.493 -3.964
O -0.174 -0.819 -3.609
C 0.035 -0.805 -2.166
C 0.530 0.588 -1.781
O -1.909 0.631 -5.059
C -2.347 1.621 -4.132
C -1.457 2.827 -4.198
H -2.113 0.135 -7.548
H -0.700 -0.662 -8.101
H -2.307 -0.849 -8.906
H -2.927 -2.152 -6.531
H -1.633 -2.887 -7.449
H -0.886 -1.159 -1.703
H 0.850 -1.529 -2.167
H 1.000 0.641 -0.799
H 1.258 0.991 -2.485
H -0.365 1.210 -1.780
H -3.367 1.930 -4.361
H -2.590 1.203 -3.155
H -1.340 3.068 -5.255
H -1.928 3.706 -3.759
H -0.487 2.689 -3.721

Atom charges from the Mulliken analysis, given in e for atoms 1 to 4: atom 1 (Al): 1.33, atom 2 (C): -1.32, atom 3 (C): 0.00, atom 4 (O): -0.19

***

# 2
Here is a 4-piece molecular cluster, C18H45ClN3O10 overall from the OMol25 dataset. Energies are from ωB97M-V/def2-TZVPD.

Its total energy is -2089.004212 Ha. For the strongest force on any atom, the calculation gives 4.51 eV Å⁻¹. As for the spin multiplicity: 2.

CARTESIAN COORDINATES (ANGSTROEM)
Cl -4.686 -23.306 2.540
O -4.616 -22.919 3.928
O -4.542 -24.684 2.424
O -5.904 -23.004 1.927
O -3.784 -22.543 1.697
C -9.061 -18.227 -1.986
O -8.475 -19.462 -2.236
C -8.363 -19.674 -3.611
C -8.051 -21.281 -3.825
N -6.747 -21.667 -3.393
C -6.403 -23.120 -3.689
C -7.224 -24.146 -2.860
O -6.797 -24.068 -1.437
C -6.460 -25.308 -0.863
H -8.798 -17.408 -2.655
H -9.002 -17.846 -0.966
H -10.126 -18.377 -2.163
H -7.580 -19.018 -3.991
H -9.365 -19.535 -4.019
H -8.016 -21.377 -4.911
H -8.857 -21.870 -3.389
H -6.265 -21.207 -4.151
H -5.383 -23.268 -3.337
H -6.649 -23.341 -4.727
H -6.980 -25.156 -3.190
H -8.297 -24.198 -3.047
H -6.017 -26.104 -1.462
H -7.255 -25.804 -0.306
H -5.683 -25.012 -0.159
C -1.087 -25.233 2.167
O -1.572 -26.514 1.658
C -1.087 -27.693 2.296
C -2.161 -28.064 3.374
N -2.375 -27.055 4.449
C -3.329 -27.567 5.361
C -4.028 -26.387 5.967
O -5.364 -26.613 6.428
C -5.990 -25.502 7.000
H -1.008 -24.476 1.386
H -0.159 -25.225 2.739
H -1.765 -24.867 2.938
H -0.167 -27.663 2.880
H -0.992 -28.458 1.525
H -1.885 -29.033 3.789
H -3.142 -28.220 2.926
H -2.857 -26.323 3.946
H -2.831 -28.245 6.054
H -4.066 -28.130 4.788
H -4.101 -25.497 5.343
H -3.362 -26.188 6.807
H -6.936 -25.861 7.405
H -6.293 -24.768 6.253
H -5.445 -25.032 7.818
C -8.498 -23.685 3.694
O -9.009 -24.926 4.265
C -8.298 -26.097 3.909
C -8.517 -27.156 4.979
N -9.913 -27.460 4.952
C -10.411 -28.302 6.005
C -10.416 -27.441 7.283
O -11.509 -26.507 7.213
C -11.857 -26.104 8.503
H -8.475 -23.706 2.604
H -7.485 -23.626 4.092
H -8.994 -22.747 3.943
H -7.243 -25.850 3.791
H -8.596 -26.592 2.985
H -8.119 -26.662 5.865
H -7.862 -28.021 4.870
H -10.399 -26.576 4.991
H -9.710 -29.110 6.216
H -11.400 -28.598 5.657
H -9.510 -26.852 7.428
H -10.434 -28.130 8.127
H -12.565 -26.742 9.030
H -12.237 -25.098 8.324
H -11.073 -25.980 9.250

Atom charges from the Mulliken analysis, given in e for atoms 1 to 4: atom 1 (Cl): 1.67, atom 2 (O): -0.73, atom 3 (O): -0.46, atom 4 (O): -0.64

***

# 3
Here is a 4-piece molecular cluster, C18H45FN4O7S overall from the OMol25 dataset. Energies are from ωB97M-V/def2-TZVPD.

Its total energy is -1956.524715 Ha. For the strongest force on any atom, the calculation gives 1.31 eV Å⁻¹. As for the structure (SMILES): CC(=O)OCCCCNS(=O)(=O)F.COC[C@@H](C)N.COC[C@@H](C)N.COC[C@@H](C)N.

CARTESIAN COORDINATES (ANGSTROEM)
C 1.574 3.767 3.756
C 0.520 4.427 2.925
O 0.601 5.531 2.483
O -0.570 3.640 2.738
C -1.027 3.567 1.365
C -1.337 2.111 1.055
C -0.165 1.138 1.169
C 0.785 1.158 -0.025
N 1.734 2.291 0.113
S 2.421 2.842 -1.260
O 2.434 4.261 -1.273
O 1.915 2.124 -2.378
F 3.905 2.383 -1.084
H 2.179 4.526 4.243
H 1.118 3.117 4.500
H 2.224 3.173 3.114
H -0.287 4.009 0.703
H -1.964 4.121 1.293
H -1.803 2.041 0.071
H -2.099 1.808 1.780
H -0.570 0.127 1.242
H 0.385 1.321 2.095
H 0.233 1.256 -0.953
H 1.334 0.213 -0.061
H 2.438 2.084 0.812
C -4.015 3.114 3.744
O -4.545 1.911 3.218
C -4.697 0.855 4.145
C -5.955 0.932 5.019
C -5.878 1.971 6.133
N -7.170 1.164 4.235
H -3.266 2.919 4.517
H -4.801 3.759 4.143
H -3.534 3.642 2.923
H -4.764 -0.051 3.537
H -3.795 0.766 4.766
H -6.055 -0.049 5.493
H -6.053 2.979 5.757
H -6.645 1.771 6.880
H -4.906 1.953 6.630
H -7.301 0.404 3.575
H -7.018 1.985 3.655
C 2.416 -2.716 -0.497
O 3.220 -1.566 -0.305
C 4.616 -1.784 -0.344
C 5.207 -1.911 -1.756
C 4.934 -3.250 -2.435
N 4.763 -0.832 -2.643
H 2.860 -3.605 -0.041
H 2.239 -2.895 -1.559
H 1.453 -2.526 -0.023
H 5.055 -0.901 0.127
H 4.884 -2.651 0.276
H 6.291 -1.819 -1.640
H 3.920 -3.301 -2.832
H 5.613 -3.386 -3.275
H 5.075 -4.085 -1.745
H 5.051 0.058 -2.245
H 3.746 -0.805 -2.607
C 0.425 -1.873 -3.618
O -0.033 -3.183 -3.341
C -0.838 -3.773 -4.342
C -0.066 -4.381 -5.520
C 0.495 -3.353 -6.498
N 1.019 -5.264 -5.085
H -0.318 -1.286 -4.165
H 1.361 -1.885 -4.182
H 0.617 -1.387 -2.661
H -1.375 -4.579 -3.838
H -1.588 -3.052 -4.696
H -0.787 -4.996 -6.068
H 1.404 -2.888 -6.117
H 0.754 -3.838 -7.438
H -0.231 -2.566 -6.710
H 0.637 -6.030 -4.539
H 1.602 -4.748 -4.433

Atom charges from the Mulliken analysis, given in e for atoms 1 to 4: atom 1 (C): -1.00, atom 2 (C): 0.82, atom 3 (O): -0.54, atom 4 (O): -0.30